# C14H21N2O5SSiV

A structure of composition C14H21N2O5SSiV at a distorted geometry (ωB97M-V/def2-TZVPD, OMol25).

Last column: Mulliken charge in e.
Positions of all 45 atoms, in Å:
V: 0.309 0.276 0.159  0.452
O: 0.225 -1.593 0.940  -0.243
C: -0.931 -1.971 1.772  -0.579
C: -2.172 -1.558 1.022  -0.824
N: -2.086 -0.116 0.716  0.126
C: -2.785 0.277 -0.519  -0.585
C: -1.707 0.191 -1.581  0.594
O: -1.648 -0.471 -2.551  -0.393
O: -0.588 0.945 -1.133  -0.452
C: -2.311 0.774 1.866  -0.731
C: -1.050 1.587 2.138  0.589
O: -0.968 2.678 2.560  -0.403
O: 0.070 0.817 1.792  -0.323
H: 0.542 -2.347 0.418  0.343
H: -0.791 -1.439 2.710  0.310
H: -0.889 -3.040 1.967  0.515
H: -3.074 -1.802 1.589  0.438
H: -2.220 -2.100 0.074  0.412
H: -3.140 1.304 -0.445  0.455
H: -3.616 -0.377 -0.776  0.431
H: -2.543 0.199 2.766  0.384
H: -3.135 1.464 1.697  0.438
C: 5.466 1.980 -0.247  -1.122
Si: 5.537 0.766 -1.648  0.155
C: 5.687 1.591 -3.294  -1.023
C: 6.822 -0.533 -1.367  -1.019
C: 3.876 -0.224 -1.730  0.292
C: 3.754 -1.294 -2.627  -0.130
C: 2.585 -2.048 -2.757  -1.341
C: 1.511 -1.755 -1.951  0.133
N: 1.623 -0.756 -1.057  0.007
C: 2.729 -0.009 -0.989  0.583
S: 2.324 1.304 0.158  -0.032
H: 6.458 2.430 -0.152  0.364
H: 5.245 1.512 0.715  0.371
H: 4.769 2.802 -0.421  0.363
H: 6.616 2.165 -3.333  0.365
H: 4.863 2.284 -3.475  0.349
H: 5.718 0.866 -4.109  0.358
H: 7.804 -0.061 -1.285  0.366
H: 6.879 -1.247 -2.191  0.353
H: 6.648 -1.085 -0.441  0.348
H: 4.596 -1.543 -3.263  0.401
H: 2.514 -2.851 -3.477  0.426
H: 0.569 -2.287 -2.007  0.478

Energy relative to the best compared isomer or geometry (same formula, charge and spin) = 0.0 kcal/mol
Energy = -2662.9405 hartree
2S+1 = 1
Net charge = +2
Highest occupied orbital energy = -15.73 eV



# C14H21N3O6S

The molecule C14H21N3O6S at a distorted geometry (ωB97M-V/def2-TZVPD, OMol25).

Last column: Mulliken charge in e.
Positions of all 45 atoms, in Å:
C: -4.576 -1.122 -1.221  -1.000
C: -4.488 -0.884 0.279  -0.236
H: -4.076 -1.764 0.782  0.303
H: -5.465 -0.637 0.699  0.312
O: -3.659 0.245 0.573  -0.391
C: -2.346 0.040 0.632  0.084
O: -1.819 -1.039 0.521  -0.635
C: -1.593 1.347 0.804  0.514
C: -0.297 1.103 1.580  -0.268
C: 0.617 2.326 1.510  -1.280
N: 0.873 2.724 0.151  0.163
S: 2.253 2.153 -0.546  1.462
O: 2.283 2.586 -1.904  -0.750
O: 3.332 2.534 0.323  -0.763
C: 2.251 0.350 -0.454  -0.998
C: 3.143 -0.226 0.375  0.411
N: 3.222 -1.561 0.548  -0.002
C: 2.330 -2.428 -0.086  0.914
O: 2.374 -3.621 0.103  -0.662
N: 1.423 -1.829 -0.925  0.028
C: 1.343 -0.467 -1.224  0.403
O: 0.546 -0.069 -2.044  -0.713
C: 0.425 -2.679 -1.555  -1.049
H: 0.361 -2.426 -2.612  0.320
H: -0.541 -2.495 -1.082  0.215
H: 0.719 -3.716 -1.420  0.410
C: 4.225 -2.127 1.425  -1.187
H: 4.087 -3.207 1.434  0.372
H: 5.223 -1.890 1.057  0.351
H: 4.109 -1.736 2.435  0.371
H: 3.834 0.393 0.930  0.706
C: -0.304 3.004 -0.631  -1.202
C: -1.312 1.855 -0.623  -0.512
H: -0.914 1.040 -1.227  0.206
H: -2.245 2.190 -1.078  0.477
H: -0.761 3.915 -0.223  0.345
H: 0.037 3.198 -1.648  0.504
H: 0.149 3.168 2.032  0.447
H: 1.585 2.127 1.971  0.487
H: -0.528 0.874 2.622  0.580
H: 0.204 0.234 1.148  -0.127
H: -2.229 2.063 1.331  0.486
H: -3.591 -1.348 -1.621  0.234
H: -4.963 -0.237 -1.721  0.293
H: -5.238 -1.960 -1.419  0.377

Structure (SMILES) = CCOC(=O)C1CCN(S(=O)(=O)c2cn(C)c(=O)n(C)c2=O)CC1
Energy relative to the best compared isomer or geometry (same formula, charge and spin) = 0.6 kcal/mol
Energy = -1560.0282 hartree
2S+1 = 1
Highest occupied orbital energy = -9.29 eV



# C14H21N3OS

A cluster of 4 separate species, C14H21N3OS in total at a distorted geometry (ωB97M-V/def2-TZVPD, OMol25).

Last column: Löwdin spin population.
Positions of all 40 atoms, in Å:
C: -1.822 0.823 0.645  0.080
S: -0.260 -0.140 0.569  0.150
O: 0.803 0.887 0.449  0.022
C: -0.326 -0.613 -1.127  0.056
H: -2.681 0.373 0.146  0.021
H: -1.622 1.715 0.052  0.027
H: -2.112 1.028 1.676  0.030
H: -1.274 -1.134 -1.262  0.016
H: 0.546 -1.213 -1.389  0.005
H: -0.339 0.281 -1.750  0.015
N: 3.506 -2.601 0.316  0.004
C: 3.150 -3.579 1.144  0.009
C: 1.812 -4.051 0.857  0.018
C: 1.578 -3.483 -0.411  0.016
C: 2.574 -2.595 -0.693  0.019
H: 4.399 -2.131 0.337  0.007
H: 3.811 -3.751 1.980  0.002
H: 1.331 -4.860 1.387  0.005
H: 0.712 -3.670 -1.029  0.011
H: 2.718 -1.951 -1.548  0.008
N: -5.154 1.636 -3.811  0.022
C: -5.904 0.486 -3.571  0.058
C: -5.192 -0.474 -2.931  0.060
C: -4.025 0.071 -2.684  0.035
C: -3.942 1.363 -3.275  0.126
H: -5.484 2.487 -4.243  0.052
H: -6.901 0.387 -3.974  0.011
H: -5.570 -1.476 -2.788  0.018
H: -3.131 -0.318 -2.218  0.005
H: -3.194 2.138 -3.356  0.050
N: 2.459 2.366 2.322  0.002
C: 2.992 1.254 3.018  0.014
C: 3.856 1.749 3.976  0.004
C: 3.788 3.194 4.056  0.001
C: 2.876 3.508 3.047  0.012
H: 1.936 2.428 1.460  0.002
H: 2.733 0.248 2.721  0.003
H: 4.412 1.150 4.683  0.001
H: 4.371 3.981 4.512  0.000
H: 2.569 4.486 2.706  0.004

<S²> = 0.750
Energy = -1183.6004 hartree
2S+1 = 2
Net charge = -1
Highest occupied orbital energy (alpha / beta) = 1.02 / -5.22 eV



# C14H21NO4S

The molecule C14H21NO4S at a distorted geometry (ωB97M-V/def2-TZVPD, OMol25).

Last column: Mulliken charge in e.
Positions of all 41 atoms, in Å:
C: 4.663 -3.109 -0.363  -0.876
H: 5.650 -3.004 0.085  0.250
H: 4.363 -4.161 -0.331  0.358
H: 4.701 -2.771 -1.404  0.343
O: 3.807 -2.303 0.413  -0.425
C: 2.492 -2.248 0.089  0.497
C: 1.689 -1.449 0.905  -0.179
C: 0.341 -1.325 0.659  -0.099
C: -0.253 -1.980 -0.414  -0.005
C: 0.545 -2.783 -1.221  -0.757
C: 1.901 -2.919 -0.980  -0.369
H: 2.484 -3.549 -1.633  0.410
H: 0.093 -3.296 -2.056  0.475
O: -1.582 -1.799 -0.715  -0.368
C: -2.451 -2.795 -0.193  -0.820
H: -2.122 -3.796 -0.488  0.379
H: -2.499 -2.722 0.897  0.274
H: -3.429 -2.587 -0.621  0.254
S: -0.622 -0.290 1.786  1.345
O: 0.289 0.152 2.801  -0.765
O: -1.797 -0.998 2.201  -0.770
N: -1.096 1.051 0.950  0.207
C: -2.283 1.006 0.132  -0.487
C: -2.830 2.424 -0.017  -0.858
C: -1.756 3.328 -0.618  -0.838
C: -0.496 3.302 0.250  0.715
C: 0.613 4.165 -0.341  -1.731
H: 0.281 5.196 -0.435  0.421
H: 0.892 3.804 -1.329  0.366
H: 1.494 4.141 0.294  0.430
C: -0.029 1.851 0.405  -1.113
H: 0.806 1.785 1.104  0.555
H: 0.294 1.459 -0.574  0.291
H: -0.752 3.676 1.246  0.237
H: -2.129 4.351 -0.699  0.371
H: -1.508 2.980 -1.624  0.311
H: -3.115 2.800 0.966  0.347
H: -3.716 2.407 -0.654  0.366
H: -2.992 0.353 0.640  0.416
H: -2.060 0.585 -0.859  0.248
H: 2.117 -0.931 1.748  0.596

Structure (SMILES) = COc1ccc(OC)c(S(=O)(=O)N2CCC[C@H](C)C2)c1
Energy relative to the best compared isomer or geometry (same formula, charge and spin) = 35.6 kcal/mol
Energy = -1299.9404 hartree
2S+1 = 1
Highest occupied orbital energy = -8.70 eV



# C14H21O12Pt

A structure of composition C14H21O12Pt at a distorted geometry (ωB97M-V/def2-TZVPD, OMol25).

Last column: Löwdin spin population.
Positions of all 48 atoms, in Å:
Pt: -12.380 9.866 -8.184  0.691
C: -16.816 8.497 -4.211  0.007
C: -16.185 8.199 -5.587  0.001
O: -16.879 7.362 -6.301  0.307
O: -15.189 8.862 -6.010  0.237
H: -16.163 9.018 -3.510  0.004
H: -16.960 7.571 -3.654  0.002
H: -17.762 9.039 -4.213  0.000
C: -13.759 15.084 -9.457  0.007
C: -13.583 13.571 -9.043  0.004
O: -12.642 13.222 -8.352  0.047
O: -14.245 12.784 -9.763  0.003
H: -13.228 15.801 -8.831  0.000
H: -14.821 15.301 -9.572  0.000
H: -13.232 15.104 -10.411  0.000
C: -12.817 6.760 -12.626  0.016
C: -12.922 7.476 -11.298  0.013
O: -14.005 7.873 -10.767  0.169
O: -11.846 7.705 -10.670  0.487
H: -12.374 5.764 -12.625  0.000
H: -12.367 7.433 -13.356  -0.001
H: -13.832 6.569 -12.975  0.006
C: -3.348 10.712 -8.844  0.000
C: -4.416 9.997 -8.111  0.000
C: -4.276 10.372 -6.648  0.000
O: -5.605 10.431 -6.146  0.000
C: -6.483 10.461 -7.265  0.000
O: -7.693 10.722 -7.179  0.000
O: -5.779 10.140 -8.384  0.000
H: -3.625 11.173 -9.792  0.000
H: -2.623 9.960 -9.155  0.000
H: -2.880 11.544 -8.317  0.000
H: -4.305 8.915 -8.038  0.000
H: -3.673 11.262 -6.469  0.000
H: -3.627 9.578 -6.278  0.000
C: -8.022 3.661 -3.278  0.000
C: -8.931 3.858 -4.474  0.000
C: -10.343 3.776 -4.105  0.000
O: -10.894 4.977 -4.547  0.000
C: -10.081 5.760 -5.115  0.000
O: -10.330 6.729 -5.749  0.000
O: -8.829 5.166 -5.055  0.000
H: -8.085 2.607 -3.008  0.000
H: -8.115 4.116 -2.292  0.000
H: -6.999 3.992 -3.458  0.000
H: -8.713 3.092 -5.218  0.000
H: -10.576 3.648 -3.048  0.000
H: -10.745 2.936 -4.671  0.000

<S²> = 2.055
Energy relative to the best compared isomer or geometry (same formula, charge and spin) = 196.1 kcal/mol
Energy = -1567.9710 hartree
2S+1 = 3
Net charge = -1
Highest occupied orbital energy (alpha / beta) = -4.48 / -3.99 eV



# C14H22BrNO

The molecule C14H22BrNO (ωB97M-V/def2-TZVPD, OMol25).

Last column: Mulliken charge in e.
Positions of all 39 atoms, in Å:
C: -4.104 -0.678 2.178  -1.307
H: -3.691 0.234 2.600  0.308
H: -5.156 -0.747 2.445  0.416
H: -3.583 -1.524 2.618  0.324
C: -3.954 -0.656 0.659  -0.606
N: -2.567 -0.443 0.273  0.321
C: -1.783 -1.666 0.306  -0.655
H: -1.943 -2.292 -0.588  0.376
C: -0.282 -1.401 0.491  -0.770
C: 0.527 -1.549 -0.800  -0.623
O: 1.918 -1.514 -0.563  -0.391
C: 2.539 -0.338 -0.304  0.876
C: 1.976 0.931 -0.357  -0.117
C: 2.743 2.054 -0.090  -0.979
C: 4.086 1.956 0.238  0.670
C: 4.658 0.688 0.292  -0.512
C: 3.895 -0.426 0.026  -0.198
Br: 4.672 -2.158 0.102  -0.158
H: 5.701 0.572 0.544  0.413
C: 4.920 3.168 0.519  -1.453
H: 4.299 4.057 0.593  0.348
H: 5.646 3.319 -0.280  0.311
H: 5.471 3.046 1.450  0.350
H: 2.275 3.026 -0.139  0.311
H: 0.935 1.060 -0.606  0.290
H: 0.357 -2.543 -1.225  0.333
H: 0.246 -0.803 -1.552  0.342
H: 0.129 -2.117 1.206  0.411
H: -0.153 -0.404 0.914  0.326
H: -2.136 -2.239 1.165  0.410
C: -2.409 0.359 -0.923  0.059
C: -2.916 -0.255 -2.234  -1.207
H: -2.791 0.459 -3.044  0.442
H: -3.971 -0.507 -2.156  0.335
H: -2.362 -1.156 -2.485  0.282
H: -1.349 0.599 -1.027  -0.556
H: -2.935 1.302 -0.747  0.523
H: -4.362 -1.587 0.233  0.298
H: -4.546 0.174 0.268  0.455

Structure (SMILES) = CCN(CC)CCCOc1ccc(C)cc1Br
Energy relative to the best compared isomer or geometry (same formula, charge and spin) = 3.4 kcal/mol
Energy = -3250.6474 hartree
2S+1 = 1
Highest occupied orbital energy = -8.31 eV